1.
The following is a quantum chemistry calculation of C16H29NO5Pb as an isolated structure, from OMol25.

The geometry in XYZ format:
```
52
Properties=species:S:1:pos:R:3:lowdin_charge:R:1
C -3.6158 1.8899 1.0912 0.020
C -4.3979 1.0584 0.4117 -0.044
C -4.2116 0.7273 -1.0242 -0.463
O -4.7959 1.1380 -1.9703 0.174
O -3.2007 -0.2031 -1.1592 -0.040
C -3.1480 -0.8432 -2.4350 -0.149
C -2.5292 -2.2358 -2.2473 -0.158
C -1.2338 -2.4222 -3.0406 -0.203
C -0.0005 -1.6982 -2.4412 -0.269
C -0.1396 -1.2490 -0.9901 -0.283
C 1.1772 -0.6929 -0.4724 -0.105
C 1.0904 -0.1929 0.9922 -0.369
C 2.1172 -0.9496 1.9016 -0.142
N 2.8390 -0.0939 2.8248 -0.085
C 2.9084 -0.6329 4.1946 -0.087
C 1.3689 1.3096 0.9977 -0.171
O 2.6349 1.4338 0.3979 -0.157
C 3.0421 2.7949 0.1923 -0.224
C 2.8688 3.2352 -1.2524 -0.060
O -0.2250 -0.5462 1.4807 -0.043
C -1.0295 0.4357 2.0361 -0.322
O -1.2244 0.5010 3.1877 0.182
H -3.4690 1.7418 2.1565 0.075
H -3.1728 2.7836 0.6582 0.095
H -5.2451 0.5868 0.9057 0.132
H -2.5358 -0.2496 -3.1268 0.143
H -4.1311 -0.9077 -2.9005 0.141
H -3.2369 -2.9814 -2.6201 0.133
H -2.4200 -2.4552 -1.1800 0.113
H -1.3613 -2.0896 -4.0723 0.142
H -1.0444 -3.5228 -3.1112 0.085
H 0.8686 -2.4245 -2.3596 -0.035
H 0.3935 -0.9320 -3.1099 0.164
H -0.4838 -2.1177 -0.3482 0.041
H -0.9419 -0.5052 -0.9338 0.146
H 1.4921 0.1141 -1.1383 0.143
H 1.9581 -1.4860 -0.5511 0.097
H 1.5283 -1.6584 2.4939 0.128
H 2.8183 -1.5257 1.2771 0.118
H 3.7951 -0.0319 2.4958 0.117
H 2.0036 -0.3656 4.7430 0.088
H 3.7729 -0.2040 4.7004 0.090
H 3.0355 -1.7235 4.2112 0.081
H 1.3942 1.6906 2.0246 0.145
H 0.6205 1.8646 0.4081 0.146
H 2.4475 3.4487 0.8405 0.124
H 4.0736 2.9118 0.5294 0.129
H 3.7228 2.9609 -1.8739 0.079
H 2.7592 4.3210 -1.2932 0.086
H 1.9625 2.8069 -1.6924 0.069
H -1.5181 1.0880 1.2960 0.114
Pb 0.6192 -3.9020 -1.1048 1.866
```

Computed properties:
LUMO energy = -10.65 eV
ΔE to the lowest compared entry with this formula, charge and spin = 0.000 eV
Spin multiplicity = 1
Electronic energy = -34015.05156 eV
Net charge = +2
HOMO-LUMO gap = 3.5 eV



2.
The following is a quantum chemistry calculation of C16H30AsCoN2O5 as an isolated structure, from OMol25.

The geometry in XYZ format:
```
55
Properties=species:S:1:pos:R:3:mulliken_spin:R:1
Co -0.2319 0.7215 -1.1134 1.005
C -1.3820 1.2144 -4.0076 -0.001
O -0.2134 0.8610 -3.2468 0.008
C 0.9847 1.4228 -3.7572 -0.001
C 2.0793 0.8062 -2.9150 0.001
O 1.7698 1.0066 -1.5227 -0.019
C 2.3149 2.2236 -0.9504 0.005
C 1.2725 3.3257 -0.9213 -0.005
O 0.1673 2.7740 -0.2377 0.022
C -0.8925 3.7050 0.0111 -0.001
H -1.2270 0.9201 -5.0465 0.000
H -1.5690 2.2867 -3.9385 0.000
H -2.2246 0.6798 -3.5864 0.000
H 0.9588 2.5130 -3.6725 0.000
H 1.1074 1.1625 -4.8122 0.001
H 3.0601 1.2239 -3.1396 -0.001
H 2.1141 -0.2730 -3.0605 -0.001
H 3.2038 2.5122 -1.5095 0.000
H 2.6066 1.9680 0.0656 0.000
H 0.9764 3.6432 -1.9266 -0.001
H 1.6709 4.1995 -0.3945 0.001
H -0.5060 4.5400 0.5982 0.001
H -1.6621 3.1663 0.5533 0.000
H -1.3147 4.0603 -0.9311 0.000
N -1.2792 -1.3527 -1.6244 0.040
N -2.6288 -1.0143 -1.4366 -0.005
C -3.0185 0.3210 -1.2345 0.007
O -4.1958 0.5975 -1.2783 -0.002
O -2.0457 1.1429 -0.9964 -0.030
H -1.0906 -1.6501 -2.5782 0.000
H -1.0578 -2.1315 -1.0130 -0.005
H -3.3454 -1.6305 -1.7888 0.001
C 1.3506 0.7345 2.3510 0.000
As 0.1487 -0.1476 1.1097 -0.017
C -1.4666 -0.2960 2.1595 -0.003
C 0.9836 -1.9350 1.0742 0.002
C 0.6206 -2.7971 2.2448 -0.002
C -0.6180 -3.4336 2.2952 0.000
C -0.9669 -4.2212 3.3797 0.000
C -0.0788 -4.3796 4.4361 0.000
C 1.1562 -3.7528 4.3952 0.000
C 1.5048 -2.9689 3.3037 0.000
H 1.3899 0.1640 3.2800 -0.001
H 0.9909 1.7409 2.5589 0.000
H 2.3535 0.7841 1.9302 0.000
H -1.3172 -0.9256 3.0347 -0.001
H -2.2727 -0.6923 1.5440 0.000
H -1.7330 0.7144 2.4698 0.000
H 2.0548 -1.7193 1.0738 0.001
H 0.7670 -2.4186 0.1216 -0.001
H -1.3231 -3.3160 1.4777 0.000
H -1.9301 -4.7125 3.4024 0.000
H -0.3487 -4.9945 5.2834 0.000
H 1.8544 -3.8799 5.2114 0.000
H 2.4786 -2.4934 3.2750 0.000
```

Computed properties:
LUMO energy (alpha / beta) = -2.89 / -2.27 eV
ΔE to the lowest compared entry with this formula, charge and spin = 0.188 eV
Spin multiplicity = 2
Electronic energy = -128755.45501 eV
Net charge = +1
HOMO-LUMO gap (alpha / beta) = 8.5 / 9.2 eV



3.
The following is a quantum chemistry calculation of a 8-piece molecular cluster, C16H30Br10Cl6O overall, from OMol25.

The geometry in XYZ format:
```
63
Properties=species:S:1:pos:R:3:lowdin_charge:R:1
Cl -16.7492 36.9350 10.5452 0.479
C -17.8362 35.5178 10.2384 -1.544
Cl -17.8374 35.2750 8.4999 0.527
Cl -19.4236 35.5474 10.9958 0.536
H -17.4415 34.6535 10.7725 0.002
Cl -13.9024 30.3248 11.8130 0.474
C -13.7168 28.6989 12.6302 -1.439
Cl -13.8382 27.3177 11.5161 0.515
Cl -14.8576 28.5456 14.0687 0.449
H -12.7919 28.5895 13.1964 0.000
C -12.0987 18.6518 13.6592 -0.175
C -13.1818 19.4055 12.8636 -0.152
C -12.5939 20.8126 12.6063 -0.205
O -11.4563 20.7876 13.4198 -0.173
C -11.4255 19.7486 14.4327 -0.175
H -11.3704 18.2390 12.9611 0.109
H -12.2983 17.6995 14.1506 0.112
H -14.1036 19.4131 13.4454 0.102
H -13.5038 18.9701 11.9176 0.103
H -13.1904 21.6934 12.8441 0.112
H -12.2727 20.9269 11.5710 0.112
H -11.8791 20.1806 15.3247 0.116
H -10.4138 19.4539 14.7116 0.118
Br -12.4590 26.4540 18.7020 0.568
C -13.1960 24.7066 18.0997 -0.715
C -13.4230 23.7510 19.2823 -0.614
Br -14.6737 22.3870 18.4802 0.576
H -12.5345 24.2459 17.3661 0.054
H -14.1773 24.7674 17.6291 0.019
H -14.0002 24.2109 20.0845 0.046
H -12.4833 23.3609 19.6732 0.065
Br -16.8959 29.3718 6.3934 0.576
C -15.0319 29.4869 5.7705 -0.698
C -14.7198 28.7302 4.4836 -0.601
Br -15.6407 29.6895 2.9453 0.530
H -14.3588 29.2063 6.5807 0.059
H -14.9347 30.5482 5.5415 0.029
H -15.2198 27.7616 4.4849 0.039
H -13.6623 28.5279 4.3138 0.066
Br -8.4214 25.4542 12.1577 0.603
C -7.6032 24.2118 13.4140 -0.726
C -7.0269 23.0568 12.6162 -0.672
Br -5.8672 22.0814 13.8853 0.591
H -8.3575 23.9754 14.1646 0.057
H -6.8351 24.7562 13.9634 0.043
H -6.2367 23.3042 11.9073 0.036
H -7.7752 22.4751 12.0779 0.067
Br -20.2792 27.3459 11.8302 0.522
C -21.2564 28.1161 13.4432 -0.625
C -22.2079 29.2829 13.1251 -0.647
Br -23.6109 28.6875 11.8502 0.541
H -20.5411 28.6186 14.0943 0.056
H -21.8010 27.3150 13.9429 0.053
H -21.6529 29.9972 12.5169 0.040
H -22.7068 29.7870 13.9528 0.061
Br -9.9030 35.4481 13.3268 0.629
C -8.8997 33.8113 13.5046 -0.736
C -7.5904 34.1099 14.3016 -0.662
Br -6.4219 32.5050 14.1538 0.574
H -8.6099 33.4290 12.5258 0.040
H -9.5156 33.0303 13.9505 0.055
H -7.9124 34.3030 15.3248 0.054
H -7.0508 34.9751 13.9163 0.046
```

Computed properties:
LUMO energy = 0.05 eV
ΔE to the lowest compared entry with this formula, charge and spin = 2.363 eV
Spin multiplicity = 1
Electronic energy = -794683.08036 eV
SMILES = ClC(Cl)Cl.ClC(Cl)Cl.C1CCOC1.BrCCBr.BrCCBr.BrCCBr.BrCCBr.BrCCBr
HOMO-LUMO gap = 9.7 eV



4.
The following is a quantum chemistry calculation of a 6-piece molecular cluster, C16H30BrIO27S7Si overall, from OMol25.

The geometry in XYZ format:
```
83
Properties=species:S:1:pos:R:3:lowdin_charge:R:1
O 1.9092 0.6062 1.5266 -0.181
C 1.8723 1.8748 2.0084 -0.635
Br 2.5687 2.0927 3.9050 0.629
C 1.3410 3.1279 1.0944 -0.234
Si -0.4636 3.7301 1.5797 0.267
O -0.8767 5.2580 0.7374 -0.239
S -0.6636 4.0834 3.7258 0.456
C -1.6679 2.3937 0.8898 -0.247
C -1.9953 1.1568 1.9181 -0.682
O -2.7308 1.3539 3.0340 -0.164
I -1.3235 -0.9425 1.5690 0.797
H 1.2310 2.7172 -0.0197 0.111
H 2.0825 4.0466 1.0676 0.113
H -1.8578 5.3665 0.9091 0.024
H -0.3524 2.9303 4.4638 -0.138
H -1.1274 1.9014 -0.0538 0.087
H -2.6439 2.9332 0.5000 0.119
C -4.3379 -1.4384 -3.8604 -0.173
C -4.3454 -2.0479 -2.4611 -0.174
O -2.9745 -2.2878 -2.1512 -0.204
S -2.0603 -1.1471 -2.8747 0.659
O -1.7742 -0.1150 -1.9031 -0.295
O -1.0338 -1.8068 -3.6477 -0.228
O -3.1975 -0.5820 -3.8970 -0.192
H -4.2087 -2.2104 -4.6259 0.134
H -5.2484 -0.8700 -4.0680 0.137
H -4.9195 -2.9763 -2.4143 0.138
H -4.7391 -1.3393 -1.7247 0.134
C 3.1362 -1.6592 -0.5424 -0.175
C 3.9631 -0.5996 -1.2658 -0.171
O 5.2959 -1.1059 -1.2711 -0.191
S 5.2438 -2.7344 -1.3458 0.678
O 5.4228 -3.1288 -2.7255 -0.246
O 6.0405 -3.2671 -0.2651 -0.234
O 3.6684 -2.9131 -0.9663 -0.192
H 3.2625 -1.5848 0.5425 0.126
H 2.0732 -1.5930 -0.7895 0.137
H 3.9217 0.3723 -0.7683 0.130
H 3.6394 -0.4897 -2.3062 0.134
C 5.0490 -6.2727 -2.8238 -0.175
C 6.2861 -7.0433 -2.3705 -0.176
O 5.8857 -8.4115 -2.3470 -0.199
S 4.7738 -8.6583 -3.5145 0.728
O 5.4484 -9.2015 -4.6725 -0.238
O 3.6136 -9.2775 -2.9170 -0.313
O 4.4306 -7.0929 -3.8137 -0.181
H 4.3414 -6.1427 -1.9986 0.134
H 5.3021 -5.2950 -3.2424 0.106
H 6.6361 -6.7269 -1.3850 0.135
H 7.1008 -6.9424 -3.0954 0.131
C -1.6257 9.8216 -0.4315 -0.170
C -2.0836 9.9346 1.0201 -0.173
O -3.4093 9.4100 1.0352 -0.193
S -3.5277 8.2370 -0.0919 0.691
O -3.3514 6.9607 0.5647 -0.247
O -4.6553 8.5345 -0.9443 -0.225
O -2.1573 8.5848 -0.9037 -0.188
H -2.0460 10.6278 -1.0413 0.134
H -0.5362 9.8278 -0.5224 0.139
H -2.0729 10.9658 1.3812 0.138
H -1.4669 9.3127 1.6775 0.134
C -1.1554 -9.0200 -3.6793 -0.180
C -1.1629 -9.6295 -2.2799 -0.181
O 0.2079 -9.8694 -1.9700 -0.189
S 1.1221 -8.7288 -2.6935 0.739
O 1.4082 -7.6966 -1.7219 -0.219
O 2.1486 -9.3884 -3.4665 -0.275
O -0.0151 -8.1636 -3.7159 -0.198
H -1.0263 -9.7920 -4.4447 0.131
H -2.0660 -8.4516 -3.8869 0.132
H -1.7371 -10.5580 -2.2331 0.134
H -1.5566 -8.9209 -1.5435 0.130
C -3.2751 6.8633 6.2609 -0.174
C -3.8028 6.1797 7.5194 -0.175
O -2.7334 5.3518 7.9707 -0.192
S -1.3158 6.0623 7.5888 0.674
O -0.8395 6.7742 8.7538 -0.234
O -0.5078 5.1094 6.8638 -0.268
O -1.9049 7.1542 6.5312 -0.198
H -3.3166 6.1891 5.3993 0.128
H -3.8216 7.7816 6.0299 0.136
H -4.6972 5.5828 7.3254 0.138
H -4.0177 6.9119 8.3050 0.133
```

Computed properties:
LUMO energy = -0.75 eV
ΔE to the lowest compared entry with this formula, charge and spin = 8.144 eV
Spin multiplicity = 1
Electronic energy = -234216.15845 eV
HOMO-LUMO gap = 6.7 eV



Copy entry 1 word for word.
The following is a quantum chemistry calculation of C16H29NO5Pb as an isolated structure, from OMol25.

The geometry in XYZ format:
```
52
Properties=species:S:1:pos:R:3:lowdin_charge:R:1
C -3.6158 1.8899 1.0912 0.020
C -4.3979 1.0584 0.4117 -0.044
C -4.2116 0.7273 -1.0242 -0.463
O -4.7959 1.1380 -1.9703 0.174
O -3.2007 -0.2031 -1.1592 -0.040
C -3.1480 -0.8432 -2.4350 -0.149
C -2.5292 -2.2358 -2.2473 -0.158
C -1.2338 -2.4222 -3.0406 -0.203
C -0.0005 -1.6982 -2.4412 -0.269
C -0.1396 -1.2490 -0.9901 -0.283
C 1.1772 -0.6929 -0.4724 -0.105
C 1.0904 -0.1929 0.9922 -0.369
C 2.1172 -0.9496 1.9016 -0.142
N 2.8390 -0.0939 2.8248 -0.085
C 2.9084 -0.6329 4.1946 -0.087
C 1.3689 1.3096 0.9977 -0.171
O 2.6349 1.4338 0.3979 -0.157
C 3.0421 2.7949 0.1923 -0.224
C 2.8688 3.2352 -1.2524 -0.060
O -0.2250 -0.5462 1.4807 -0.043
C -1.0295 0.4357 2.0361 -0.322
O -1.2244 0.5010 3.1877 0.182
H -3.4690 1.7418 2.1565 0.075
H -3.1728 2.7836 0.6582 0.095
H -5.2451 0.5868 0.9057 0.132
H -2.5358 -0.2496 -3.1268 0.143
H -4.1311 -0.9077 -2.9005 0.141
H -3.2369 -2.9814 -2.6201 0.133
H -2.4200 -2.4552 -1.1800 0.113
H -1.3613 -2.0896 -4.0723 0.142
H -1.0444 -3.5228 -3.1112 0.085
H 0.8686 -2.4245 -2.3596 -0.035
H 0.3935 -0.9320 -3.1099 0.164
H -0.4838 -2.1177 -0.3482 0.041
H -0.9419 -0.5052 -0.9338 0.146
H 1.4921 0.1141 -1.1383 0.143
H 1.9581 -1.4860 -0.5511 0.097
H 1.5283 -1.6584 2.4939 0.128
H 2.8183 -1.5257 1.2771 0.118
H 3.7951 -0.0319 2.4958 0.117
H 2.0036 -0.3656 4.7430 0.088
H 3.7729 -0.2040 4.7004 0.090
H 3.0355 -1.7235 4.2112 0.081
H 1.3942 1.6906 2.0246 0.145
H 0.6205 1.8646 0.4081 0.146
H 2.4475 3.4487 0.8405 0.124
H 4.0736 2.9118 0.5294 0.129
H 3.7228 2.9609 -1.8739 0.079
H 2.7592 4.3210 -1.2932 0.086
H 1.9625 2.8069 -1.6924 0.069
H -1.5181 1.0880 1.2960 0.114
Pb 0.6192 -3.9020 -1.1048 1.866
```

Computed properties:
LUMO energy = -10.65 eV
ΔE to the lowest compared entry with this formula, charge and spin = 0.000 eV
Spin multiplicity = 1
Electronic energy = -34015.05156 eV
Net charge = +2
HOMO-LUMO gap = 3.5 eV